Entry 1:
Molecular formula: C40H45NOP2SbTeTi
Method: DFT, ωB97M-V/def2-TZVPD

```
92
Properties=species:S:1:pos:R:3:forces:R:3:lowdin_charge:R:1
H 2.15418 -3.03282 -2.41015 -0.01 0.01 0.00 0.105
C -1.07663 -6.56115 -1.19009 0.01 0.01 0.00 -0.028
H -3.51648 -2.62863 -0.78134 0.00 -0.01 0.00 0.132
H -5.74197 0.56290 -3.24254 0.00 0.01 -0.01 0.127
C 3.05380 0.23095 -2.68521 0.00 0.08 0.03 -0.108
C -4.10900 -0.82940 2.02953 -0.01 0.01 0.00 -0.001
C -1.99298 -1.93355 0.58362 -0.10 -0.12 -0.08 -0.313
O -1.48042 -2.47662 -3.01825 0.01 0.01 0.01 0.092
H -6.28620 2.01325 -1.32437 0.00 -0.01 0.01 0.127
C -1.20818 -5.18447 -1.24108 -0.01 -0.03 0.01 -0.055
H -5.37008 -1.67898 0.51538 0.00 0.00 0.00 0.138
H -4.55523 2.58058 0.34655 0.00 0.00 0.00 0.122
C 4.14245 1.43886 4.01628 -0.03 0.01 0.00 -0.112
H 1.87357 4.65311 1.88203 0.00 0.00 0.00 0.081
C -5.28823 1.60732 -1.42302 0.00 0.01 0.00 -0.027
H 3.34688 -0.31273 3.06235 -0.01 -0.01 0.01 0.051
H 1.18548 1.71366 -0.54844 -0.02 -0.02 0.06 -0.007
C 2.34905 2.69222 1.05369 -0.05 -0.05 0.03 -0.557
H -4.93798 -0.42494 2.59519 0.01 0.00 0.00 0.136
C -0.08282 2.06781 -3.40076 -0.04 -0.02 0.06 -0.099
C 2.66903 -0.94992 -2.07394 0.08 0.02 -0.05 -0.524
P -1.02563 0.03495 -1.87587 0.09 0.05 0.23 1.089
H 3.17818 -0.68042 5.52164 -0.01 0.00 0.01 0.098
H 0.20426 0.04720 -6.67737 0.00 0.00 0.00 0.128
H 3.29078 1.12552 -2.12193 0.01 -0.01 -0.01 0.102
H 0.70014 4.32468 5.32642 0.00 0.00 0.00 0.101
C 0.61248 -1.59519 0.15734 0.19 -0.47 0.18 -0.895
C 0.37085 2.86872 3.78642 -0.01 0.02 0.03 -0.538
H 3.44891 1.14181 -4.59552 0.00 0.00 -0.01 0.128
H -3.45945 -0.32520 -3.52374 0.01 0.00 -0.01 0.122
H 2.00329 0.61724 5.66412 0.01 -0.01 0.00 0.071
H -1.65380 -7.18106 -1.86205 0.00 0.00 0.00 0.128
N 2.88053 -0.81956 -4.82677 0.01 0.00 -0.06 0.109
H -0.20180 2.64814 -2.49247 0.01 0.02 0.01 0.095
H -0.10155 -8.22013 -0.25054 0.00 0.00 0.00 0.130
H -2.26853 1.68401 0.09723 -0.04 0.05 0.00 0.084
C -4.31828 1.92552 -0.48123 -0.04 0.00 -0.01 -0.051
H 1.23651 -6.82660 1.28443 0.00 -0.01 0.00 0.126
H 0.70910 2.46062 -6.66288 0.00 0.01 0.00 0.127
H 4.57501 1.86190 3.10848 0.00 0.00 0.00 0.074
C -3.30444 -2.07767 0.12823 0.04 0.01 0.03 -0.036
C -0.27105 -0.03221 -4.59343 0.00 -0.06 0.07 -0.078
H 3.83368 2.25619 4.66743 0.01 0.00 0.00 0.075
C -0.85220 2.22142 4.42747 0.01 -0.02 0.00 -0.140
C -3.69980 0.28860 -2.66337 -0.03 -0.07 0.03 -0.053
C 3.14598 0.24064 -4.07502 -0.01 -0.05 0.04 -0.110
C 0.12329 0.61117 -5.75832 -0.01 0.02 -0.01 -0.044
C 0.43844 -4.98368 0.55154 0.01 0.01 0.00 -0.065
Te 2.59199 -1.10822 0.02816 -0.13 0.06 -0.16 1.494
C 2.99089 0.48021 3.72582 0.03 0.01 -0.01 -0.552
H 1.02529 -4.37003 1.22477 0.00 0.00 0.00 0.109
H 2.14178 4.02600 4.36394 0.00 0.01 -0.01 0.067
C 2.39531 -0.14121 4.98556 -0.01 0.01 -0.01 -0.126
H -1.54920 1.83477 3.67991 0.01 0.02 -0.01 0.043
C 2.73234 4.09528 1.50471 -0.02 0.00 0.01 -0.108
H -0.75369 -1.23279 2.23375 -0.04 -0.06 0.02 0.095
H 1.61613 2.84714 5.57342 0.00 0.01 0.00 0.074
C -0.44744 -4.40208 -0.36313 0.01 0.03 -0.08 -0.324
C 1.31752 2.71450 -0.07348 0.04 -0.01 -0.14 -0.206
H 1.59470 -0.85198 4.76931 0.01 -0.01 -0.01 0.072
H 0.04475 3.60640 3.04691 -0.01 0.00 0.01 0.085
H 0.50835 3.76053 -4.56825 0.00 0.00 0.01 0.122
H 2.33426 -2.80267 -4.86860 0.00 0.00 -0.01 0.128
H -0.57587 1.40673 5.10043 0.00 0.01 0.01 0.082
P -0.62679 -2.65451 -0.37851 -0.24 0.07 -0.01 0.957
H 1.64728 3.33064 -0.91557 -0.01 0.03 0.02 0.103
Ti -0.02922 0.06043 0.52755 0.28 0.50 -0.01 0.482
H 0.34841 3.11341 0.24625 0.00 0.00 0.02 0.085
C 0.55648 -6.36047 0.58493 0.01 0.00 0.01 -0.033
C -4.98141 0.79145 -2.50819 0.00 0.00 0.01 -0.028
C -2.72747 0.58833 -1.70928 -0.07 0.04 -0.08 -0.383
C -0.19971 -7.14316 -0.28192 0.00 0.01 0.00 -0.011
C -0.36479 0.69663 -3.40902 -0.03 0.05 -0.08 -0.363
C -1.75092 -1.20919 1.76768 0.13 0.00 -0.02 -0.172
C 0.30244 2.69847 -4.56853 0.03 0.01 -0.04 -0.044
C 2.40344 -2.07165 -2.84676 -0.03 -0.10 0.03 -0.115
C 1.27174 3.54885 4.81305 0.01 -0.03 0.00 -0.113
H 3.49548 4.07781 2.28185 0.00 0.00 0.00 0.078
H 3.13765 4.65665 0.65983 0.01 0.00 0.01 0.098
H -1.88023 -4.73399 -1.95943 0.00 0.00 0.00 0.106
H -0.50748 -1.08605 -4.62253 0.01 0.02 -0.03 0.099
C 0.40942 1.96766 -5.74779 0.00 -0.03 0.01 -0.030
C -4.35314 -1.53962 0.85823 -0.03 0.03 0.00 0.003
C -2.81027 -0.66035 2.48764 0.00 0.04 -0.05 -0.023
C -1.12928 -1.87760 -2.06211 -0.04 -0.08 -0.02 -0.492
H 3.24084 2.15391 0.72331 -0.01 0.00 -0.03 0.078
H 4.93486 0.89419 4.53340 0.00 0.00 0.00 0.100
Sb 1.44991 1.44801 2.57108 -0.13 0.04 -0.05 1.519
C -3.03982 1.41307 -0.62799 0.16 -0.11 0.03 -0.120
H -2.62059 -0.14431 3.41917 0.00 0.00 0.00 0.115
H -1.38813 2.96397 5.02142 0.00 0.00 0.00 0.098
C 2.52101 -1.94919 -4.22670 0.03 0.04 0.04 -0.110
```
Forces are in eV/Å.

Properties
DFT total energy   -101243.39999 eV
2S+1   1
Maximum force   0.011 hartree/bohr
Net charge   +3
HOMO level   -0.60735 Ha

=====

Entry 2:
Molecular formula: C8H24ClO4
Method: DFT, ωB97M-V/def2-TZVPD

```
37
Properties=species:S:1:pos:R:3:forces:R:3:nbo_charge:R:1
H -0.16970 -1.24554 2.22366 -2.76 1.50 0.39 0.162
H -0.06661 -3.75299 1.90371 -1.04 0.15 -0.09 0.209
O 1.14069 -1.70618 0.76243 -0.02 -0.33 1.26 -0.798
H 2.97496 3.46473 2.68732 0.37 -1.51 0.09 0.205
O -1.55214 -2.47057 -1.92411 -3.97 0.79 -2.31 -0.769
H -0.47803 1.61964 -2.59348 0.06 -1.09 1.38 0.503
O 2.01016 1.74627 0.54222 -1.24 -0.77 -0.59 -0.792
H 1.46405 -3.58188 2.36339 3.44 -1.73 0.23 0.206
C 0.70507 -1.76304 2.18378 0.51 -0.57 -4.90 -0.059
H 1.91178 2.80265 3.82295 -1.19 0.47 0.44 0.192
H -2.41310 -5.10088 -2.21050 -0.33 0.11 0.77 0.190
C 2.45951 2.49922 2.95427 -1.54 1.19 -1.70 -0.640
H -2.04699 3.43648 -2.10132 -2.62 -0.70 0.58 0.141
C -2.24329 -4.61752 -1.21907 1.28 -2.95 -1.93 -0.613
C -0.83422 4.91693 -2.96403 0.60 -3.08 1.28 -0.629
H -3.11098 -4.25578 -0.84843 -2.90 1.84 0.77 0.206
C -1.05817 3.51081 -2.36883 2.85 0.29 1.32 -0.035
C 1.41328 2.11427 1.79502 1.82 0.27 -0.01 -0.055
H -0.35751 -3.96040 -2.07632 -0.09 -0.92 1.00 0.140
H 0.87323 3.05326 1.57841 -0.64 -0.65 0.61 0.153
H -0.45500 3.55635 -1.40164 -0.83 -0.14 -0.79 0.148
H 2.95608 1.67558 3.41548 1.38 -0.59 -0.64 0.207
H -1.30099 5.68174 -2.43843 -0.16 1.25 2.07 0.198
H 0.19603 4.91951 -3.07216 2.18 1.10 0.04 0.207
H 1.26725 1.28040 -0.04384 1.87 1.10 1.51 0.510
C 0.56557 -3.16888 2.54546 -2.51 0.76 2.04 -0.612
H -1.21319 5.13472 -3.86518 -1.57 -0.21 -3.96 0.190
H 1.40043 -1.26448 2.74967 1.93 1.10 1.53 0.155
H -1.04858 -1.69623 -1.78477 1.43 1.26 0.75 0.511
O -0.57314 2.40150 -3.10805 -0.55 2.91 -2.22 -0.766
H 0.88296 1.22332 2.13405 -0.78 0.53 0.23 0.165
C -1.16707 -3.63681 -1.37831 2.54 0.03 -0.44 -0.054
H 0.24381 -3.12175 3.62575 0.38 -0.96 -0.90 0.185
H -2.03455 -5.39573 -0.47583 0.66 -0.12 -0.34 0.196
H -0.79300 -3.39210 -0.43202 1.27 -0.15 1.70 0.162
Cl -0.14840 0.19855 -1.17703 -0.10 -0.01 0.19 -0.822
H 0.59981 -1.10517 0.19579 0.25 -0.16 0.64 0.501
```
Forces are in eV/Å.

Properties
DFT total energy   -29397.23157 eV
2S+1   1
Maximum force   0.097 hartree/bohr
Net charge   -1
Relative energy (zero: lowest compared OMol25 entry of this formula, charge and spin)   0.000 eV
HOMO level   -0.22244 Ha

=====

Entry 3:
Molecular formula: C3H6O4
Method: DFT, ωB97M-V/def2-TZVPD

```
13
Properties=species:S:1:pos:R:3:forces:R:3:nbo_charge:R:1
O 0.89795 0.78055 1.92763 -0.83 -2.34 0.64 -0.940
H -0.59488 -1.73730 -1.41510 0.11 -0.04 0.35 0.174
C 0.34878 1.11321 -1.21543 -1.80 -0.07 -3.05 1.002
H 0.10618 1.32507 1.97998 -0.03 0.10 0.03 0.469
H -0.80204 -2.33250 0.92258 -0.65 0.14 -0.15 0.218
H 2.19987 1.04515 -1.51891 -0.13 0.16 0.07 0.511
O -0.78802 0.26274 -1.20037 -0.01 1.95 0.71 -0.545
H 0.55060 -0.15232 2.17769 0.95 2.41 -0.73 0.476
C -0.87709 -0.99356 -0.66664 2.05 -0.77 0.74 0.170
C -1.06537 -1.31668 0.62566 -0.71 0.01 -1.26 -0.494
H -1.65057 -0.69327 1.29962 0.78 0.22 0.12 0.211
O 1.46705 0.42818 -1.39444 0.25 -0.82 0.99 -0.672
O 0.20754 2.27074 -1.52229 0.02 -0.95 1.55 -0.581
```
Forces are in eV/Å.

Properties
DFT total energy   -11396.76293 eV
2S+1   1
Maximum force   0.069 hartree/bohr
Relative energy (zero: lowest compared OMol25 entry of this formula, charge and spin)   1.930 eV
HOMO level   -0.36591 Ha

=====

Entry 4:
Molecular formula: C36H59F18O13P
Method: DFT, ωB97M-V/def2-TZVPD

```
127
Properties=species:S:1:pos:R:3:forces:R:3:lowdin_charge:R:1
F -11.19001 1.75581 5.45038 -0.01 0.09 0.06 0.152
H 3.34149 -1.50771 2.19858 0.03 0.01 0.01 0.109
F 8.01711 1.81705 -1.91161 -0.02 0.03 0.02 0.160
C -4.28394 1.33708 -0.47750 0.05 -0.29 -0.05 -0.248
H -12.98716 5.52365 3.79126 -0.03 0.01 0.00 0.080
H -6.93929 2.89711 -1.39213 0.07 -0.06 0.04 0.084
C 5.26505 -1.35316 -4.95992 -0.04 0.15 0.15 -0.200
H 4.34911 0.99483 -0.48013 -0.02 0.03 0.00 -0.023
H 10.86688 -2.29467 -3.94140 0.02 -0.02 -0.04 0.088
P 4.47041 -0.17908 -1.28896 -0.12 -0.03 -0.04 0.703
C 11.53692 -1.43608 -3.99153 -0.20 0.08 0.17 -0.059
H -14.40769 5.49427 2.73964 0.00 0.01 0.00 0.085
H -11.09844 -1.60829 4.87635 -0.01 -0.01 0.00 0.088
C -3.88157 3.48320 0.47769 -0.13 0.08 -0.15 -0.105
H 6.58112 -1.22613 -3.27773 0.00 0.03 -0.02 0.041
H -5.02366 0.54055 -0.37783 -0.10 0.10 0.03 0.102
H 12.30206 -1.63362 -4.74131 0.03 0.01 0.03 0.086
F 16.25800 -2.37640 -2.66740 0.01 -0.02 -0.03 0.172
H 16.77869 -0.59383 2.67497 0.01 0.00 0.01 0.084
O 11.10433 0.98730 -1.93232 0.05 -0.02 -0.04 0.172
O 4.87199 -3.91562 -5.76066 0.01 0.02 0.05 0.171
H -4.24206 1.59984 -1.54354 0.08 0.06 0.01 0.124
H 0.34794 -1.00599 2.54757 0.02 0.01 -0.07 0.096
C -1.73830 -1.26488 0.88896 0.03 -0.11 -0.22 -0.225
C 15.12695 -2.37934 -0.56050 0.00 -0.03 -0.15 -0.407
H 15.51157 0.46467 0.80424 0.02 -0.01 -0.02 0.126
F -11.97188 4.46024 -2.66458 -0.01 0.02 -0.01 0.175
F 9.09378 1.13026 -0.16217 -0.03 0.02 -0.01 0.177
H 6.79676 -2.69385 -4.24221 -0.04 0.00 0.01 0.086
H -10.74877 -0.17167 3.90226 -0.02 -0.04 0.03 0.078
F -5.60761 -0.33610 2.32703 0.02 0.02 -0.11 0.160
H 1.60096 -3.67886 1.89088 0.10 0.00 -0.14 0.112
C 15.13150 -2.75814 -2.06262 0.01 0.06 0.22 -0.543
H 10.26283 -0.28660 -5.32156 -0.03 -0.03 0.02 0.123
H -3.36643 3.38897 1.43692 0.02 -0.07 -0.01 0.085
H -9.19754 0.85253 -1.05532 -0.03 0.05 -0.05 0.127
F 5.17803 -4.64121 -8.32024 -0.01 0.00 -0.02 0.175
H 4.43991 -1.85144 -4.45299 0.03 -0.07 -0.04 0.111
F 14.98740 -4.06766 -2.21380 0.00 -0.01 -0.04 0.179
H -0.82520 -0.72377 0.62022 -0.01 0.05 0.10 0.097
C -11.84430 2.40080 6.42501 -0.07 0.11 -0.09 -0.543
C 0.92130 -2.87595 1.59405 -0.12 0.04 0.15 -0.205
F -5.53947 1.03794 3.99493 0.02 0.06 -0.02 0.181
F 3.96296 -2.87842 -8.64339 0.01 0.00 -0.02 0.165
H -1.95503 -1.05000 1.93970 0.06 0.06 0.02 0.120
O -7.17159 -0.80055 5.07728 -0.02 -0.06 0.02 0.174
H 3.83086 -0.33493 -2.55844 0.03 -0.04 0.01 -0.035
O -8.31079 -0.87994 3.12395 0.06 -0.06 -0.01 0.028
O 9.68390 0.04572 -3.42175 0.02 0.03 0.05 0.020
C 2.39156 -0.18144 0.77114 -0.10 -0.22 -0.03 -0.276
O -9.54374 2.87159 -0.73665 -0.04 -0.01 -0.04 0.039
C 6.59174 -1.62465 -4.29203 0.07 -0.12 -0.08 -0.051
C 2.95911 -0.98683 -0.40651 0.05 0.08 0.25 -0.413
H 11.40231 0.69098 -4.38445 0.00 -0.01 0.05 0.126
C 16.76914 -1.06025 1.68989 0.02 -0.04 -0.06 -0.059
C -13.67425 4.87226 3.25286 0.05 0.01 0.03 -0.055
H 1.34200 -2.06157 3.52314 -0.12 0.04 0.04 0.112
C 5.09443 -3.33694 -8.08978 -0.01 0.02 0.12 -0.550
C -6.35194 0.41024 3.15700 -0.18 -0.08 0.14 -0.545
C -9.31455 -1.75393 3.70043 -0.10 -0.07 0.03 -0.182
F 14.10250 -2.14455 -2.66997 0.12 -0.06 -0.04 0.148
C -8.63497 1.74023 -0.76711 0.04 -0.18 0.12 -0.171
C -0.51605 -3.40433 1.68105 0.02 -0.08 -0.07 -0.212
H -2.73624 1.15532 1.01205 -0.03 0.03 0.03 0.115
O -10.52159 2.21118 -2.66733 0.03 -0.07 0.00 0.169
O -12.84257 4.59222 6.33311 -0.02 0.03 -0.04 0.172
H -8.30990 1.63172 0.26419 0.01 0.05 0.00 0.113
C 10.02148 0.62253 -2.28128 -0.13 0.03 0.07 -0.404
H 5.34244 -1.21053 -0.84639 0.04 0.01 -0.06 -0.018
H 2.19723 -1.16838 -1.16886 0.02 0.00 -0.03 0.057
C -7.46965 1.99379 -1.69006 -0.10 0.15 -0.11 -0.051
H -4.45492 4.40982 0.48411 0.04 0.03 0.03 0.087
C 15.53805 -0.61389 0.93678 -0.06 0.08 0.08 -0.186
H -2.78488 -1.14621 -0.98168 -0.11 0.04 -0.04 0.120
H 1.14864 -2.63953 0.55129 -0.02 0.03 0.00 0.092
H -3.13409 3.53784 -0.31835 0.00 0.05 -0.04 0.091
H 17.67207 -0.76289 1.15679 0.00 0.02 0.02 0.084
H -2.46156 -3.27935 0.78578 0.00 -0.03 -0.07 0.112
H -9.78230 -2.22468 2.83883 0.01 0.04 -0.01 0.125
H 14.62092 -0.93307 1.42989 0.01 -0.04 -0.01 0.126
C -2.93669 0.78721 0.00395 -0.05 -0.23 -0.14 -0.180
F -10.60986 5.27421 -1.19589 0.01 0.02 -0.01 0.168
C -14.38588 3.93536 4.19944 -0.11 0.02 -0.03 -0.185
O -4.79784 2.42701 0.26209 0.07 -0.03 0.16 -0.209
H 7.40077 -1.14057 -4.83990 -0.02 0.05 0.04 0.080
H -9.81840 -0.49623 5.37669 -0.03 -0.03 -0.03 0.075
C -10.30404 -0.95463 4.51618 0.07 -0.01 -0.06 -0.065
F -12.57284 1.49985 7.09845 0.00 -0.02 0.01 0.167
H -8.81474 -2.52016 4.29083 0.04 0.04 0.04 0.126
C -1.50142 -2.76098 0.70308 0.10 0.08 0.16 -0.215
F 6.12562 -2.73230 -8.68748 0.01 -0.01 -0.01 0.166
C -7.33499 -0.50267 3.93249 0.07 0.12 -0.10 -0.404
O 14.75691 -3.13553 0.28731 0.02 0.02 0.05 0.171
C 2.45411 -0.86902 2.14642 -0.06 0.10 -0.04 -0.215
H 12.01584 -1.30851 -3.02057 -0.05 -0.01 -0.16 0.063
C 5.07638 -3.05703 -6.56607 0.00 -0.02 -0.15 -0.407
C -10.39620 2.95386 -1.73939 -0.07 0.19 0.00 -0.411
F -12.20342 3.94155 -0.57657 0.01 0.02 0.01 0.153
H -15.08229 3.28335 3.67798 0.03 -0.01 -0.01 0.125
C -2.88947 -0.74496 0.03096 0.09 0.10 0.18 -0.213
H -1.12076 -2.92753 -0.31021 -0.14 -0.05 -0.06 0.115
O 15.53591 -1.13182 -0.41784 0.01 -0.05 0.01 0.033
H 1.34605 0.07244 0.57360 0.04 0.14 -0.01 0.092
O 5.27819 -1.76955 -6.34818 0.00 -0.04 0.00 0.035
H -3.83017 -1.12480 0.44039 -0.01 -0.06 -0.07 0.103
H 2.92696 0.77417 0.83838 -0.02 0.03 0.00 0.066
H 5.05639 -0.28625 -5.00163 0.00 -0.01 -0.05 0.125
H -2.13353 1.13594 -0.64932 0.09 0.15 0.17 0.115
C -12.77151 3.50167 5.85097 0.06 -0.14 0.10 -0.407
H -0.50164 -4.47531 1.46230 -0.03 -0.01 0.05 0.104
H 3.30615 -1.96276 -0.05334 -0.03 -0.04 -0.09 0.057
C 10.76384 -0.19136 -4.36110 0.10 0.03 -0.15 -0.180
H -0.88819 -3.30616 2.70650 0.01 0.03 0.01 0.113
H -13.11528 4.31176 2.50565 0.00 -0.02 -0.05 0.078
F 8.01044 -0.28671 -1.38399 0.00 -0.07 0.09 0.136
H 2.57501 -0.10124 2.91488 0.06 -0.02 0.03 0.104
H 5.59394 0.44812 -1.97956 -0.05 0.03 -0.01 -0.113
O -13.45161 3.01937 4.82640 0.01 0.02 0.01 0.032
H -14.91971 4.47354 4.98153 0.04 0.01 0.01 0.125
C 1.20778 -1.67874 2.50668 0.15 -0.09 0.02 -0.217
F -7.01745 1.31678 2.43505 0.12 0.02 -0.02 0.163
H 16.77703 -2.14118 1.82099 -0.02 0.01 0.02 0.079
H -7.79601 2.09656 -2.72493 -0.03 -0.05 0.02 0.083
C 8.75699 0.82157 -1.40842 0.19 -0.01 -0.11 -0.552
H -6.78393 1.15174 -1.62295 0.03 0.01 -0.04 0.068
F -10.95418 2.92911 7.25244 0.02 -0.02 0.03 0.181
C -11.30756 4.19219 -1.54796 0.01 -0.12 0.04 -0.548
```
Forces are in eV/Å.

Properties
DFT total energy   -123109.23626 eV
2S+1   1
Maximum force   0.006 hartree/bohr
HOMO level   -0.30745 Ha